(1)
Here is 8 unconnected molecules or ions with the total composition C32H85N8O12 from OMol25. Energies are from ωB97M-V with the def2-TZVPD basis set.

Geometry as XYZ:
```
137
Properties=species:S:1:pos:R:3:lowdin_spin:R:1
O -2.735 3.228 -2.036 0.000
O 1.938 -5.436 5.079 0.000
O -4.423 0.554 3.855 0.000
O -0.948 0.926 0.174 0.281
O 4.508 0.586 2.952 0.000
O -0.460 -2.250 -2.661 0.000
O 1.070 0.958 -0.510 0.421
O 2.198 4.791 -4.466 0.000
O 0.651 0.656 1.574 0.338
O -0.700 -4.167 2.616 0.000
O -3.450 -1.270 -1.543 0.000
O 4.057 -0.818 -3.329 0.000
N 0.908 2.542 -3.589 0.008
N 0.248 0.929 0.418 -0.048
N -4.306 1.089 -3.243 0.000
N -1.835 -2.235 -5.664 0.000
N 0.602 -2.989 4.824 0.000
N 2.247 1.088 -6.011 0.000
N 2.520 1.813 5.841 0.000
N -0.759 1.724 3.976 0.005
C -1.180 -3.292 -3.384 0.000
C 4.508 1.483 -5.203 0.000
C -3.916 3.401 -2.828 0.000
C 2.660 5.859 -5.334 0.000
C -4.745 -0.639 -1.572 0.000
C 2.983 -0.016 -3.845 0.000
C -1.467 -4.688 1.605 0.000
C -4.902 2.311 -2.765 0.000
C 0.927 4.908 -3.795 0.000
C 4.602 0.534 6.094 0.000
C -2.229 1.826 3.880 0.001
C -0.635 -2.763 2.656 0.000
C -5.073 -0.097 -2.982 0.000
C 4.114 -0.819 -1.909 0.000
C -2.992 0.511 3.771 0.000
C -3.273 -1.930 -0.354 0.000
C 1.873 -3.039 5.460 0.000
C -3.213 -3.935 -4.540 0.000
C -2.254 -2.778 -4.311 0.000
C 0.781 -2.583 -2.044 0.000
C -2.599 2.880 2.785 0.000
C 3.333 0.607 3.730 0.000
C 1.966 -6.023 6.382 0.000
C 0.808 3.727 -2.784 0.000
C 0.599 -2.394 3.487 0.000
C 2.698 -4.277 5.043 0.000
C -2.930 3.574 -0.645 0.000
C 2.044 3.760 -1.779 -0.001
C 4.382 -0.046 1.717 -0.001
C 3.760 1.340 5.104 0.000
C 3.356 0.443 -5.253 0.000
C -4.938 0.848 5.189 0.000
H 1.277 -6.859 6.502 0.000
H -1.317 -1.406 -5.410 0.000
H -1.480 -2.351 3.208 0.000
H -2.129 3.855 2.915 0.000
H -2.399 -4.163 1.394 0.000
H -0.535 -4.065 -3.802 0.000
H 2.918 -4.159 3.982 0.000
H -1.939 3.651 -0.197 0.000
H 4.314 2.233 4.817 0.000
H 2.893 3.243 -2.227 0.000
H 3.657 -0.480 -5.747 0.000
H -3.327 4.572 -0.459 0.000
H -5.490 -1.411 -1.380 0.000
H 0.579 -3.267 -1.219 0.000
H -0.014 4.881 -4.344 0.000
H 4.033 -0.330 6.437 0.000
H -2.556 -0.330 4.311 0.000
H -2.461 2.376 4.792 0.000
H 0.857 5.800 -3.173 0.000
H 4.889 1.708 -6.200 0.000
H -6.014 1.020 5.181 0.000
H -2.986 0.241 2.715 0.000
H 4.089 2.386 -4.759 0.000
H 1.433 -3.019 -2.801 0.000
H 3.602 -1.699 -1.520 0.000
H -4.471 4.306 -2.583 0.000
H 0.359 2.658 -4.429 0.000
H 2.981 -6.369 6.575 0.000
H 1.513 -2.645 2.948 0.000
H -3.741 -4.181 -3.619 0.000
H -4.108 1.183 -4.229 0.000
H 4.717 1.163 6.977 0.000
H 5.348 -0.166 1.227 0.000
H 1.924 6.160 -6.079 0.000
H -1.696 -3.812 -2.577 0.000
H 2.342 4.762 -1.468 0.000
H -2.648 -1.853 -6.125 0.000
H -3.547 3.522 -3.846 0.000
H -6.136 -0.010 -3.208 0.000
H -4.920 0.104 -0.794 0.000
H 2.411 0.701 -6.930 0.000
H 1.969 2.480 5.320 0.000
H 1.662 -3.172 6.521 0.000
H 2.770 0.823 -3.184 0.000
H -2.250 2.542 1.810 0.000
H -0.924 -4.672 0.660 0.000
H -4.413 1.569 5.817 0.000
H 5.418 1.183 -4.684 0.000
H -4.839 -0.058 5.787 0.000
H 2.965 6.710 -4.725 0.000
H -5.227 2.121 -1.741 0.000
H -0.427 1.053 4.654 0.000
H 5.119 -1.025 -1.541 0.000
H 1.289 -1.705 -1.646 0.000
H 3.672 -4.384 5.521 0.000
H 4.020 -1.066 1.846 0.000
H -3.315 -1.165 0.422 0.000
H 0.660 -1.313 3.613 0.000
H 1.674 -5.287 7.132 0.000
H -2.609 -4.787 -4.852 0.000
H 3.675 0.457 1.058 -0.001
H -0.057 3.816 -2.128 0.000
H 2.590 1.258 3.271 0.000
H -0.683 -2.294 1.673 0.000
H -4.732 -0.893 -3.643 0.000
H 3.581 5.582 -5.847 0.000
H 1.836 1.069 5.846 0.000
H -1.556 -5.732 1.907 0.000
H -2.746 -2.037 -3.681 0.000
H -3.465 2.800 -0.096 0.000
H -3.883 -3.707 -5.369 0.000
H 1.735 3.323 -0.830 0.000
H 2.937 -0.382 3.961 0.000
H 3.640 0.024 -1.406 0.000
H 0.275 -3.929 4.653 0.000
H -3.996 -2.703 -0.096 0.000
H -3.667 3.043 2.639 0.000
H 5.526 0.175 5.640 0.000
H -0.549 1.312 3.077 -0.001
H -5.795 2.538 -3.347 0.000
H 1.819 2.563 -4.024 0.000
H 2.067 -0.606 -3.873 0.000
H 1.438 0.551 -5.732 0.000
H -2.252 -2.312 -0.372 0.000
H 2.444 -2.124 5.310 0.000
```

Expectation value of S²: 0.757
LUMO (alpha / beta): -0.7 / -4.7 eV
Highest occupied orbital energy (alpha / beta): -8.64 / -8.64 eV
2S+1: 2
Calculated total energy: -71038.826 eV


(2)
Here is a molecular structure, C23H31F2N7O8P2W from OMol25. Energies are from ωB97M-V with the def2-TZVPD basis set.

Geometry as XYZ:
```
74
Properties=species:S:1:pos:R:3:lowdin_spin:R:1
W 0.317 0.316 0.306 1.594
P 1.753 -0.476 2.272 0.018
P -1.571 2.148 -0.318 0.003
F 0.066 1.623 1.768 0.082
F 1.679 3.052 -0.252 0.009
O 0.285 -1.276 -3.604 -0.002
O -0.974 -2.866 0.919 0.023
O -1.896 3.392 0.592 -0.002
O -1.544 -0.699 0.745 0.089
O -3.084 1.702 -0.556 0.001
O 1.788 -1.099 -0.272 0.050
O -1.181 2.872 -1.747 -0.001
O 2.687 -3.136 -0.290 0.007
N -4.151 -0.713 3.131 0.000
N -2.100 -0.036 3.568 0.000
N -2.843 1.044 3.453 0.000
N 1.372 1.879 -2.141 0.009
N -0.312 -0.470 -1.549 0.005
N -2.452 -2.347 3.401 0.000
N -2.900 -1.039 3.371 0.000
C 5.239 1.260 3.594 0.001
C 0.374 -0.454 -2.707 0.004
C 1.074 -0.375 3.939 -0.002
C 4.239 0.220 1.228 0.002
C 0.229 0.989 5.735 0.000
C 2.057 -2.211 1.832 0.001
C -3.446 0.753 -1.563 0.000
C -1.329 4.280 -1.994 0.000
C -4.082 0.609 3.197 0.000
C 0.819 0.883 4.490 -0.002
C 2.200 -2.211 0.306 0.007
C 0.721 -1.517 4.649 -0.002
C -1.138 -1.847 0.260 0.017
C 3.429 0.242 2.367 0.011
C 1.443 0.622 -2.942 0.002
C 3.945 0.757 3.552 0.002
C 1.717 1.722 -0.686 0.048
C 6.033 1.243 2.459 0.000
C -1.383 3.829 1.868 0.000
C -0.900 -1.793 -1.252 0.014
C 5.531 0.715 1.277 0.000
C 0.114 -1.405 5.892 0.000
C -0.131 -0.155 6.435 -0.001
H -0.438 4.804 -1.646 0.000
H 5.627 1.657 4.523 0.000
H 0.408 2.257 -2.155 0.000
H 2.960 -2.625 2.279 -0.001
H 2.765 1.409 -0.686 0.011
H -0.610 -0.069 7.402 0.000
H 1.066 1.775 3.931 0.000
H -1.793 -2.470 2.620 0.000
H -0.306 3.952 1.820 0.000
H -2.816 -0.129 -1.507 0.000
H 1.980 2.580 -2.567 0.000
H -1.650 3.106 2.635 0.000
H -1.871 -1.945 -1.738 0.003
H -1.871 4.784 2.050 0.000
H -4.480 0.482 -1.370 0.000
H 0.900 -2.501 4.238 0.000
H -1.445 4.404 -3.069 0.000
H -2.202 4.676 -1.483 0.000
H -0.174 -2.299 6.427 0.000
H 7.043 1.630 2.495 0.000
H -3.361 1.208 -2.551 0.000
H 1.401 0.894 -3.993 0.000
H -4.933 1.251 3.057 0.000
H 2.403 0.148 -2.733 0.000
H 0.026 1.967 6.151 0.000
H 3.864 -0.203 0.304 0.000
H 3.344 0.763 4.450 0.000
H 1.198 -2.834 2.085 0.000
H -0.239 -2.598 -1.570 0.000
H -3.270 -2.914 3.201 0.000
H 6.151 0.681 0.390 0.000
```

Expectation value of S²: 2.012
LUMO (alpha / beta): -0.1 / -0.3 eV
Highest occupied orbital energy (alpha / beta): -7.92 / -8.86 eV
2S+1: 3
ΔE to the lowest compared entry with this formula, charge and spin: 0.0 kJ/mol
Calculated total energy: -77004.354 eV


(3)
Here is 2 unconnected molecules or ions with the total composition CHClFNO2 from OMol25. Energies are from ωB97M-V with the def2-TZVPD basis set.

Geometry as XYZ:
```
7
Properties=species:S:1:pos:R:3:lowdin_charge:R:1
Cl -0.507 -2.168 -2.865 0.042
F -1.498 0.784 -0.792 0.120
O 1.838 0.301 -1.199 0.068
O 0.453 1.559 -2.208 0.084
N 0.722 0.725 -1.373 -0.434
C -0.341 0.236 -0.511 -0.019
H -0.007 -0.292 0.360 0.138
```

LUMO (alpha / beta): -2.2 / -4.2 eV
Highest occupied orbital energy (alpha / beta): -11.60 / -10.57 eV
ΔE to the lowest compared entry with this formula, charge and spin: 323.6 kJ/mol
Calculated total energy: -21871.464 eV


(4)
Here is a molecular structure, C21H20I2N4O6Sc from OMol25. Energies are from ωB97M-V with the def2-TZVPD basis set.

Geometry as XYZ:
```
54
Properties=species:S:1:pos:R:3:lowdin_charge:R:1
I 2.523 0.628 3.077 0.989
I -1.750 4.729 4.353 0.884
Sc 0.662 -0.341 -0.502 0.987
O -0.152 -0.707 -2.395 -0.010
O 2.626 -0.937 -0.482 -0.042
O -1.837 -4.810 0.360 0.158
O -0.643 -5.206 -1.459 0.136
O 0.151 -0.330 1.258 -0.201
O 0.124 -2.278 -0.908 -0.016
N -2.910 -1.574 -2.553 0.126
N -3.984 -2.334 -2.411 0.020
N -1.557 0.824 -0.666 -0.067
N 1.045 1.869 -0.672 0.047
C -1.351 2.227 -1.048 -0.105
C -0.572 -1.754 -1.834 -0.547
C 2.549 -2.953 0.779 0.016
C 4.711 -2.010 -0.201 0.025
C -3.738 -3.519 -1.813 0.015
C 0.584 1.408 2.842 -0.596
C 0.240 4.109 -0.578 0.011
C -1.102 3.014 3.332 -0.724
C -1.609 -4.561 -0.784 -0.491
C -2.330 0.687 0.592 -0.111
C 0.032 2.746 -0.731 -0.226
C 2.574 3.680 -0.329 -0.026
C -0.254 0.749 1.925 -0.401
C 2.289 2.341 -0.482 -0.109
C -2.392 -3.547 -1.554 -0.061
C 1.523 4.585 -0.373 -0.015
C -1.946 2.406 2.417 -0.107
C 3.241 -1.901 -0.009 -0.408
C -1.532 1.290 1.712 -0.160
C -1.923 -2.301 -2.048 -0.161
C 0.177 2.526 3.546 -0.209
H -0.599 4.791 -0.615 0.129
H -2.487 -0.380 0.769 0.137
H -4.504 -4.251 -1.618 0.145
H 5.182 -1.528 0.662 0.116
H -2.086 0.377 -1.408 0.090
H -1.483 2.321 -2.129 0.149
H 1.707 -2.543 1.338 0.088
H -3.303 1.181 0.512 0.131
H 3.228 -3.487 1.438 0.106
H 0.842 3.004 4.252 0.090
H 5.035 -1.493 -1.101 0.101
H 1.697 5.646 -0.252 0.123
H -2.087 2.879 -0.570 0.132
H -0.627 -4.971 -2.393 0.124
H 3.593 4.002 -0.172 0.119
H 2.122 -3.669 0.066 0.118
H 3.084 1.607 -0.449 0.106
H -4.875 -1.993 -2.732 0.169
H 5.034 -3.049 -0.211 0.102
H -2.940 2.805 2.253 0.106
```

Charge: +1
LUMO: -2.8 eV
Highest occupied orbital energy: -10.71 eV
ΔE to the lowest compared entry with this formula, charge and spin: 74.1 kJ/mol
Calculated total energy: -77249.055 eV


(5)
Here is a molecular structure, C22H49EuN2P3SSe from OMol25. Energies are from ωB97M-V with the def2-TZVPD basis set.

Geometry as XYZ:
```
79
Properties=species:S:1:pos:R:3:lowdin_spin:R:1
Eu 0.031 0.088 0.829 5.118
Se -3.063 -4.393 2.125 0.429
S -0.095 1.164 3.474 -0.008
P 0.991 1.988 -1.217 -0.010
P -0.144 -1.328 -2.021 -0.006
P -2.654 0.433 -0.172 -0.007
N 0.284 3.778 3.157 -0.001
N 2.259 2.400 3.147 -0.001
C 3.214 3.472 3.415 0.000
C -3.667 -0.887 0.614 0.001
C -1.410 -2.670 -1.998 0.000
C -0.393 -5.273 2.770 0.083
C 1.298 -2.357 -2.507 -0.001
C 0.205 -7.501 3.524 0.188
C 0.896 2.563 3.267 -0.001
C 0.971 5.045 2.938 0.000
C -3.255 1.885 0.777 0.000
C -1.157 -7.868 3.511 0.011
C -0.003 2.965 -2.409 -0.001
C 0.572 -6.203 3.150 0.024
C -2.128 -6.941 3.117 0.083
C -3.484 0.665 -1.787 -0.002
C 2.471 1.541 -2.221 -0.003
C -1.756 -5.637 2.726 0.158
C 2.297 -1.589 0.667 -0.035
C 1.265 -2.366 1.082 -0.030
C 2.866 1.068 3.310 0.000
C -0.499 -0.593 -3.669 -0.002
C -1.179 3.902 3.176 0.000
C 1.712 3.364 -0.250 0.000
H 2.908 2.450 -2.666 0.000
H -1.490 4.634 3.938 0.000
H -3.182 -7.224 3.105 0.001
H -2.424 -2.249 -2.027 0.000
H 2.112 0.274 3.231 0.000
H 3.624 0.899 2.528 0.000
H -1.640 2.938 3.419 0.000
H 1.626 -5.908 3.155 -0.001
H -3.486 -1.849 0.120 0.001
H 1.591 5.030 2.031 0.000
H -2.749 2.787 0.412 0.000
H -4.340 1.991 0.663 0.000
H -1.422 -0.003 -3.630 0.000
H 0.903 3.928 0.231 0.000
H 0.339 0.044 -3.974 0.000
H 2.144 -1.706 -2.766 0.000
H -3.364 -1.009 1.664 0.000
H 0.611 3.757 -2.860 0.000
H 0.878 -2.318 2.111 -0.003
H 1.022 -2.951 -3.387 0.000
H -3.384 -0.230 -2.410 0.000
H -3.000 1.776 1.840 0.000
H 0.811 -3.124 0.439 -0.002
H 3.317 4.149 2.556 0.000
H 2.210 0.822 -3.009 0.000
H 1.591 -3.020 -1.686 0.000
H 3.349 0.968 4.297 0.000
H -2.989 1.489 -2.320 0.000
H -1.555 4.230 2.192 0.000
H 3.213 1.072 -1.558 0.000
H 2.266 4.026 -0.921 0.000
H -2.076 -3.248 2.007 0.015
H 1.578 5.343 3.807 0.000
H -4.737 -0.639 0.573 0.000
H 0.964 -8.224 3.826 0.008
H -4.549 0.906 -1.653 0.000
H 2.804 -0.884 1.335 -0.002
H 0.209 5.819 2.801 0.000
H -0.837 3.420 -1.863 0.000
H 2.386 2.979 0.529 0.000
H 2.705 -1.656 -0.343 -0.001
H 4.201 3.024 3.576 0.000
H -0.412 2.314 -3.189 0.000
H -1.450 -8.872 3.807 -0.002
H 2.964 4.045 4.317 0.000
H -1.286 -3.274 -1.086 0.001
H -0.109 -4.261 2.494 0.001
H -1.256 -3.312 -2.878 0.000
H -0.618 -1.404 -4.399 0.000
```

Expectation value of S²: 12.148
Charge: +3
LUMO (alpha / beta): -8.4 / -11.6 eV
Highest occupied orbital energy (alpha / beta): -16.17 / -14.36 eV
2S+1: 7
ΔE to the lowest compared entry with this formula, charge and spin: 0.0 kJ/mol
Calculated total energy: -149938.318 eV


(6)
Here is a single C9H13N3O5 molecule from OMol25. Energies are from ωB97M-V with the def2-TZVPD basis set.

Geometry as XYZ:
```
30
Properties=species:S:1:pos:R:3:lowdin_charge:R:1
O 1.298 -2.968 1.505 0.073
O -1.628 0.548 -2.869 0.130
O -0.648 -1.462 -3.384 0.182
O 1.366 -4.739 0.102 0.130
O -0.799 2.527 -2.098 0.161
N -0.371 3.332 1.277 0.088
N 0.616 1.566 2.466 0.076
N 1.255 1.963 0.192 0.091
C 0.148 1.988 1.142 -0.664
C 0.531 -2.685 -0.779 -0.080
C -1.020 0.559 -0.634 -0.074
C -1.032 1.049 0.768 -0.042
C -1.137 1.396 -1.877 -0.355
C -0.770 -1.978 -0.325 -0.081
C 1.109 -3.568 0.283 -0.485
C -1.034 -0.683 -2.558 -0.350
C -0.932 -0.700 -1.060 -0.085
H 2.234 -2.829 1.663 0.117
H -1.606 -2.638 -0.511 0.140
H -0.871 3.571 0.430 0.072
H 0.353 -3.277 -1.661 0.120
H -1.957 1.598 0.918 0.132
H 0.422 3.962 1.324 0.083
H 0.933 2.400 2.942 0.068
H 1.436 0.985 2.357 0.068
H 1.087 2.575 -0.590 0.066
H -1.077 0.198 1.426 0.107
H -0.672 -1.776 0.732 0.106
H 1.489 1.034 -0.119 0.072
H 1.276 -1.948 -1.059 0.134
```

SMILES: NC(N)(N)CC1=C(CCC(=O)O)C(=O)OC1=O
LUMO: -0.7 eV
Highest occupied orbital energy: -9.79 eV
Calculated total energy: -24251.723 eV


(7)
Here is 4 unconnected molecules or ions with the total composition CH5N3S from OMol25. Energies are from ωB97M-V with the def2-TZVPD basis set.

Geometry as XYZ:
```
10
Properties=species:S:1:pos:R:3:lowdin_charge:R:1
S 2.501 -0.558 -0.223 0.457
N -0.996 -0.538 0.341 -0.131
N -2.293 -0.375 -0.051 -0.171
N 1.112 0.472 0.361 -0.514
C -0.133 0.491 -0.157 -0.369
H -0.095 1.652 -1.118 0.220
H -2.210 0.177 -1.116 0.127
H 4.205 0.200 0.788 0.080
H 0.827 0.079 1.330 0.083
H -2.918 -1.599 -0.155 0.219
```

LUMO: -1.5 eV
Highest occupied orbital energy: -8.19 eV
ΔE to the lowest compared entry with this formula, charge and spin: 905.8 kJ/mol
Calculated total energy: -16413.933 eV


(8)
Here is 6 unconnected molecules or ions with the total composition C6H23NO6 from OMol25. Energies are from ωB97M-V with the def2-TZVPD basis set.

Geometry as XYZ:
```
36
Properties=species:S:1:pos:R:3:lowdin_charge:R:1
O 0.739 -2.774 0.407 -0.073
O -2.200 -2.484 0.867 -0.059
O -1.050 -0.482 -0.874 -0.040
O -0.992 -3.586 -1.693 -0.052
O 3.672 -2.248 0.840 -0.060
O 1.437 -0.357 -1.995 -0.049
N -0.233 -0.189 1.181 0.042
C -0.906 0.264 0.126 -0.492
C -1.001 2.888 0.001 -0.172
C 0.712 2.650 -1.794 -0.121
C -1.723 1.534 0.180 -0.093
C 0.521 2.791 -0.285 -0.233
C -0.152 0.571 2.417 -0.040
H -1.126 -2.631 -1.797 0.032
H 3.692 -1.331 1.124 0.029
H -1.353 -2.935 0.821 -0.005
H 0.271 -1.071 1.144 0.105
H 0.711 -0.780 -1.516 -0.015
H 0.806 -3.544 0.997 0.093
H -2.502 1.433 -0.552 0.117
H -1.100 1.053 2.644 0.085
H 0.185 1.800 -2.239 0.067
H 0.487 -2.994 -0.509 0.042
H -2.184 -1.689 0.308 0.018
H -1.704 -3.814 -1.079 0.043
H 0.434 3.610 -2.211 0.072
H 0.106 -0.143 3.195 0.092
H 2.822 -2.386 0.402 -0.013
H 2.266 -0.671 -1.609 0.040
H 1.111 3.644 -0.016 0.100
H 1.719 2.325 -2.074 0.070
H 0.669 1.293 2.339 0.089
H -1.443 3.383 -0.866 0.103
H -2.258 1.527 1.117 0.100
H -1.228 3.518 0.865 0.104
H 0.794 1.827 0.135 0.073
```

SMILES: CCCCC(=O)NC.O.O.O.O.O
LUMO: 0.2 eV
Highest occupied orbital energy: -10.18 eV
ΔE to the lowest compared entry with this formula, charge and spin: 62.9 kJ/mol
Calculated total energy: -20370.665 eV